C66H167N11O23 | the ωB97M-V functional and the def2-TZVPD basis

The geometry in XYZ format:
```
267
Properties=species:S:1:pos:R:3
O -3.4793 0.8690 4.2267
H -2.6612 0.3547 4.2410
H -3.6959 1.1075 5.1059
C -0.5545 -4.2829 1.8557
O -0.8366 -2.9868 1.4508
C -1.4469 -2.1612 2.3842
C -0.3780 -1.3973 3.1828
N -0.9239 -0.4915 4.1905
C -1.1599 -1.0789 5.4351
C 0.0732 -1.7222 6.0775
O 1.0905 -0.7794 6.1935
C 2.3643 -1.3692 6.4286
H -1.3975 -4.9171 1.7908
H -0.1903 -4.2854 2.9029
H 0.1640 -4.7355 1.2044
H -1.9726 -2.8178 3.0788
H -2.1813 -1.4711 1.8718
H 0.2514 -0.8782 2.4271
H 0.3026 -2.1109 3.6983
H -0.3703 0.3563 4.3068
H -1.9911 -1.7942 5.4739
H -1.5098 -0.3223 6.1589
H 0.4616 -2.6082 5.5453
H -0.1662 -2.0185 7.1058
H 2.3463 -2.0646 7.2692
H 3.1088 -0.5976 6.6845
H 2.7943 -1.9102 5.5692
C 2.5913 4.0423 -0.7661
O 3.9537 4.1466 -0.3412
C 4.1792 3.6210 0.9933
C 5.5776 3.1207 1.1084
N 5.6650 1.7813 0.5384
C 7.0023 1.5512 0.0690
C 7.4247 2.4794 -1.0476
O 6.3980 2.3655 -2.0160
C 6.6412 3.2044 -3.1415
H 1.9442 4.9360 -0.4845
H 2.1426 3.0871 -0.4196
H 2.6003 4.0805 -1.8463
H 3.4772 2.7973 1.1778
H 3.9443 4.3346 1.7874
H 5.9955 3.1434 2.1120
H 6.0618 3.9364 0.5438
H 5.0242 1.7921 -0.2163
H 7.1247 0.5709 -0.3928
H 7.6406 1.5731 0.9636
H 8.3279 2.1802 -1.5804
H 7.5769 3.5123 -0.7516
H 7.5079 2.8216 -3.6874
H 6.7192 4.2233 -2.8535
H 5.8109 3.1873 -3.8363
C 3.9996 -5.0924 6.2909
O 5.0029 -4.1713 5.9862
C 5.9270 -4.5613 5.0274
C 6.9263 -3.4498 4.7144
N 6.1993 -2.2605 4.1867
C 7.0155 -1.0903 4.1918
C 6.1409 0.0832 3.6915
O 5.1626 0.2714 4.6380
C 4.1795 1.1621 4.2665
H 4.4229 -6.1539 6.3490
H 3.2825 -5.1704 5.4220
H 3.5115 -4.9094 7.2895
H 5.4239 -4.8141 4.0603
H 6.4903 -5.4980 5.2987
H 7.5860 -3.8730 3.9756
H 7.4396 -3.1354 5.6374
H 5.3611 -2.1544 4.7553
H 7.8780 -1.2680 3.4793
H 7.4984 -0.7884 5.1445
H 5.7164 -0.1666 2.7024
H 6.7516 0.9732 3.4549
H 3.4101 1.3389 5.0405
H 3.6874 0.6747 3.4081
H 4.5998 2.1001 3.9329
C 6.4660 -6.1213 0.8710
O 6.9213 -4.9549 0.2323
C 6.7161 -3.7923 0.9895
C 6.7562 -2.5931 0.1756
N 5.6631 -2.6812 -0.7436
C 5.7111 -1.6355 -1.7473
C 4.8793 -1.9320 -2.9887
O 5.0830 -3.2320 -3.5308
C 6.2675 -3.2803 -4.2358
H 7.1628 -6.4631 1.6859
H 6.5345 -6.8941 0.1007
H 5.4411 -6.0189 1.2230
H 7.5005 -3.7370 1.7972
H 5.6982 -3.8609 1.4313
H 7.7315 -2.5297 -0.3546
H 6.7048 -1.7046 0.8003
H 5.6149 -3.5963 -1.1338
H 6.7531 -1.4176 -2.0819
H 5.3271 -0.7277 -1.3104
H 5.0471 -1.1475 -3.7523
H 3.8186 -1.9439 -2.6145
H 6.2792 -4.2541 -4.6568
H 7.2189 -3.1902 -3.6659
H 6.4369 -2.5111 -5.0483
C -1.1712 -0.6070 -6.7350
O -1.8036 -1.3874 -5.7302
C -1.9939 -0.5718 -4.4887
C -3.1672 0.3205 -4.6450
N -3.6484 0.7264 -3.2985
C -4.4202 -0.2169 -2.5726
C -5.8302 -0.6045 -3.0243
O -6.6555 0.5258 -2.8580
C -7.8806 0.4777 -3.5966
H -1.2031 -1.1983 -7.6260
H -0.1495 -0.3403 -6.4695
H -1.6649 0.3197 -6.9348
H -1.0008 -0.1487 -4.2947
H -2.2947 -1.2869 -3.7900
H -3.8897 -0.1654 -5.3656
H -2.7568 1.2269 -5.1374
H -4.0628 1.6578 -3.1855
H -4.3670 0.1308 -1.5271
H -3.8355 -1.1320 -2.4922
H -6.0602 -1.4816 -2.4279
H -5.8239 -0.9583 -4.0541
H -8.3584 1.4298 -3.3370
H -8.5472 -0.3453 -3.3351
H -7.6644 0.4343 -4.7011
C -6.3831 -6.9457 -7.4211
O -6.6399 -6.7721 -6.0483
C -7.6109 -5.7732 -5.8646
C -7.6595 -5.2330 -4.4263
N -6.3238 -4.8262 -4.0325
C -6.1627 -4.6270 -2.6085
C -4.7622 -4.2509 -2.2491
O -4.6252 -3.9338 -0.8946
C -3.2480 -4.2960 -0.4899
H -5.4064 -7.4637 -7.5237
H -6.2639 -5.9629 -7.9507
H -7.1290 -7.5293 -7.9510
H -8.5614 -6.1596 -6.2408
H -7.2911 -4.9306 -6.4290
H -8.0909 -6.0027 -3.7464
H -8.3047 -4.3356 -4.3512
H -5.6073 -5.3989 -4.4589
H -6.5581 -5.4512 -2.0003
H -6.7828 -3.7945 -2.3627
H -4.4970 -3.3915 -2.8192
H -4.0699 -5.1087 -2.5065
H -3.0186 -3.6011 0.3316
H -2.5866 -3.9883 -1.2501
H -3.0733 -5.3169 -0.1783
C 1.5302 6.8062 -5.4392
O 0.6336 6.2577 -4.5152
C 0.8538 6.7332 -3.1838
C -0.2877 6.2250 -2.3342
N -0.0582 4.7665 -2.2808
C -0.8395 4.0374 -1.2311
C -2.3209 4.1660 -1.2480
O -2.7746 5.4146 -0.7574
C -2.6914 5.4955 0.6436
H 2.5554 6.5995 -5.0914
H 1.4924 7.9150 -5.4978
H 1.3262 6.2398 -6.3403
H 0.7846 7.8294 -3.1445
H 1.7993 6.2873 -2.8537
H -1.1972 6.6051 -2.8913
H -0.2363 6.6912 -1.3520
H -0.2040 4.3433 -3.2231
H -0.4867 4.2653 -0.2081
H -0.5269 2.9820 -1.3432
H -2.7478 3.4193 -0.5960
H -2.7202 4.0298 -2.2679
H -3.2265 6.3448 0.9959
H -1.6503 5.6665 0.9866
H -3.0270 4.5560 1.1506
C -1.0923 -6.3098 -6.9462
O -1.1496 -5.7839 -5.6225
C -0.6637 -4.4365 -5.6236
C -0.5285 -3.9606 -4.1767
N 0.6744 -4.3641 -3.4731
C 0.7802 -3.8161 -2.1332
C 1.6680 -4.6797 -1.2316
O 0.9816 -5.8515 -0.8481
C 1.7761 -6.6562 0.0093
H -0.0683 -6.3824 -7.3904
H -1.7444 -5.7219 -7.6124
H -1.4269 -7.3811 -6.9217
H -1.3986 -3.7680 -6.1633
H 0.2990 -4.4261 -6.0898
H -1.4532 -4.3080 -3.6520
H -0.4328 -2.8778 -4.3397
H 0.5991 -5.3746 -3.3549
H -0.1576 -3.7737 -1.6086
H 1.2507 -2.8549 -2.1119
H 1.9202 -4.1587 -0.3217
H 2.5160 -4.9927 -1.8032
H 1.9819 -6.1630 0.9163
H 2.7626 -6.9149 -0.4164
H 1.2517 -7.5516 0.2736
C -0.9234 4.0551 5.2044
O -0.9819 5.4154 5.6612
C 0.2776 5.8930 6.0561
C 0.3827 7.4520 6.1358
N 0.3792 8.1553 4.8810
C 0.8365 9.5225 5.1168
C 0.4135 10.3904 3.9245
O 0.6868 11.7745 4.2283
C 0.0208 12.6498 3.2612
H -1.9621 3.7365 4.9318
H -0.4666 3.3783 5.9252
H -0.3062 3.9623 4.2888
H 1.1609 5.4307 5.4570
H 0.4268 5.5474 7.1558
H 1.3494 7.6568 6.5958
H -0.4150 7.8404 6.7953
H -0.5415 8.1996 4.4885
H 1.9267 9.4843 5.0570
H 0.5294 10.0583 6.0466
H -0.6623 10.2817 3.8125
H 0.9424 10.0302 3.0190
H 0.4194 12.5256 2.2246
H 0.2677 13.6423 3.6438
H -1.0931 12.5693 3.2358
C -5.0247 -0.6709 1.0149
O -4.7745 0.7119 0.6218
C -5.3980 1.6651 1.4757
C -6.0808 2.6509 0.5811
N -7.3643 2.1230 0.0075
C -8.3314 3.1562 -0.2920
C -9.7519 2.6495 -0.4667
O -9.7235 1.8009 -1.6034
C -10.8702 0.9330 -1.5542
H -4.6093 -0.8451 2.0235
H -4.5566 -1.3259 0.2798
H -6.0652 -0.9021 0.9676
H -4.7068 2.1456 2.1608
H -6.1431 1.1358 2.0642
H -5.3911 2.9878 -0.1928
H -6.2518 3.5207 1.2600
H -7.2783 1.4969 -0.8079
H -7.9435 3.7595 -1.1632
H -8.3258 3.8662 0.5132
H -10.5238 3.4078 -0.6051
H -9.9887 2.0810 0.4270
H -11.7979 1.5093 -1.4096
H -10.7830 0.3035 -0.6293
H -10.8920 0.2755 -2.4581
C 2.9992 -3.2916 2.7352
O 2.2581 -2.3934 1.9806
C 3.0610 -1.4835 1.2703
C 2.0931 -0.5103 0.6356
N 1.2219 -1.1218 -0.3210
C 0.2928 -0.1424 -1.0113
C -0.8765 0.3906 -0.2602
O -0.4375 1.2557 0.8205
C -1.4341 1.6256 1.7315
H 3.7520 -2.7884 3.3639
H 3.6151 -3.9343 2.0831
H 2.2957 -3.8651 3.3953
H 3.8204 -1.0175 1.9790
H 3.6089 -1.9325 0.4022
H 1.5114 0.0465 1.3523
H 2.7747 0.1986 0.1163
H 0.6773 -1.8640 0.0746
H 0.9192 0.6205 -1.4554
H -0.2200 -0.6512 -1.8681
H -1.4752 1.0094 -0.9548
H -1.4856 -0.4733 0.1245
H -0.9042 2.0837 2.6131
H -2.0329 0.7905 2.1701
H -2.2649 2.2777 1.2668
```

The HOMO energy is -8.16 eV. The structure (SMILES) is COCCNCCOC.COCCNCCOC.COCCNCCOC.COCCNCCOC.COCCNCCOC.COCCNCCOC.COCCNCCOC.COCCNCCOC.COCCNCCOC.COCCNCCOC.COCCNCCOC.O. The calculation puts the orbital gap at 8.7 eV. The calculation puts the LUMO energy at 0.53 eV. The value obtained for the energy is -134616.292 eV.

These are the Löwdin partial charges, in e, on atoms 1 to 2: number 1, O, carries -0.050; number 2, H, carries -0.022